Below is a cluster of 4 separate species, C21H53B3O3Si in total in a non-equilibrium geometry, with properties calculated with ωB97M-V/def2-TZVPD.

Geometry as XYZ:
```
81
C21H53B3O3Si (ωB97M-V/def2-TZVPD)
C 5.56501 -4.90574 2.61241
Si 4.18240 -4.88831 1.25045
C 3.93118 -6.60592 0.40758
C 4.77355 -3.64068 -0.14695
B 2.48739 -4.32969 1.99817
O 1.38083 -5.27795 2.37420
B 0.33601 -4.97206 1.34169
O 0.20415 -3.68863 0.62581
B 1.09439 -2.64436 1.16733
O 2.14905 -2.87820 2.21555
H 6.43153 -4.21280 2.23617
H 5.08575 -4.36954 3.56158
H 5.90503 -5.99310 2.90501
H 2.79665 -6.86803 0.17155
H 4.36690 -7.46269 1.10499
H 4.52026 -6.58136 -0.62436
H 3.86584 -3.28342 -0.80036
H 5.48784 -4.29030 -0.83745
H 5.40378 -2.76032 0.32350
H -0.39616 -5.88576 1.08383
H 1.06150 -1.51974 0.75293
C -1.38728 3.87007 -2.42108
C -1.30858 2.38192 -2.72024
C -1.01519 1.53137 -1.48212
C 0.33155 1.80454 -0.80361
C 1.56175 1.63456 -1.69985
C 1.73714 0.21452 -2.21587
H -0.43775 4.25786 -2.04281
H -1.63220 4.42501 -3.33326
H -2.16598 4.07685 -1.68034
H -0.55671 2.20126 -3.49637
H -2.26697 2.06002 -3.14378
H -1.07448 0.47292 -1.76147
H -1.81216 1.69150 -0.74501
H 0.42642 1.13354 0.05916
H 0.33438 2.82136 -0.39484
H 2.45278 1.90602 -1.12089
H 1.52188 2.33082 -2.54452
H 1.82385 -0.49337 -1.38613
H 2.64716 0.14285 -2.81962
H 0.89711 -0.09311 -2.84610
C -7.34262 -5.87939 1.86540
C -6.37595 -5.97061 0.69599
C -4.92217 -6.17566 1.12834
C -4.32178 -5.04195 1.96677
C -4.34687 -3.65876 1.30975
C -3.52922 -3.58736 0.02916
H -7.12467 -5.01994 2.50487
H -8.36852 -5.76752 1.49795
H -7.29959 -6.78617 2.47674
H -6.46746 -5.07514 0.07143
H -6.67262 -6.81499 0.06313
H -4.30856 -6.33134 0.23329
H -4.85175 -7.10651 1.70514
H -3.28307 -5.30164 2.20608
H -4.84534 -4.98232 2.92768
H -3.94158 -2.92937 2.02147
H -5.37728 -3.34778 1.10636
H -2.48463 -3.85182 0.21887
H -3.55368 -2.57146 -0.37721
H -3.92194 -4.26038 -0.73915
C 0.50687 5.99945 0.53976
C 1.15810 6.46885 -0.75091
C 2.49992 7.17114 -0.53007
C 2.43668 8.45992 0.29683
C 1.50875 9.54614 -0.25507
C 1.92954 10.05627 -1.62484
H 0.27058 6.83661 1.20189
H -0.42994 5.47592 0.32003
H 1.16296 5.30726 1.07666
H 0.46808 7.12300 -1.29522
H 1.32383 5.59756 -1.39504
H 2.94815 7.38661 -1.50707
H 3.18685 6.47487 -0.03261
H 3.45151 8.86873 0.37808
H 2.12619 8.22159 1.32046
H 1.50858 10.39054 0.44479
H 0.47572 9.18446 -0.29840
H 2.94456 10.46353 -1.59375
H 1.25442 10.85227 -1.95406
H 1.89832 9.26346 -2.37847
```

## Properties
HOMO energy = -10.36 eV
Strongest force on any atom = 5.184 eV/Å
E = -38690.9101 eV
Structure (SMILES) = C[Si](C)(C)B1OBOBO1.CCCCCC.CCCCCC.CCCCCC
LUMO = 0.12 eV

Below is a structure of composition C21H53BeFN3O7Pb in a non-equilibrium geometry, with properties calculated with ωB97M-V/def2-TZVPD.

Geometry as XYZ:
```
87
C21H53BeFN3O7Pb (ωB97M-V/def2-TZVPD)
Be -1.04196 2.54900 0.99028
Pb -0.17304 -1.44553 0.29763
F 0.67929 0.97275 -0.23876
C 5.35885 1.75503 0.02624
C 4.12060 2.22306 -0.75728
C 4.46519 2.43177 -2.23140
O 3.23900 1.09313 -0.69546
H 6.18277 2.46032 0.10286
H 5.72113 0.79816 -0.36419
H 5.16546 1.32654 1.01600
H 3.65867 3.08688 -0.27730
H 4.85506 3.44288 -2.38960
H 3.60675 2.39629 -2.90710
H 5.21825 1.80346 -2.70557
H 2.28669 1.26985 -0.59788
C -2.89629 0.89425 -0.95083
O -2.12225 2.07838 -0.80232
C -1.76893 2.83755 -1.99728
C -1.07720 4.08498 -1.60238
N -0.00028 3.62317 -0.76133
C 0.90164 4.64741 -0.26364
C 0.11544 5.45744 0.74357
O -0.48345 4.49074 1.69285
C -1.30209 5.15906 2.67017
H -2.37710 0.19982 -1.61922
H -3.84038 1.04908 -1.47712
H -3.06714 0.38416 -0.00572
H -2.68515 3.12482 -2.52165
H -1.22451 2.20568 -2.70333
H -1.77060 4.73461 -1.06054
H -0.84796 4.76006 -2.43278
H 0.52331 2.83607 -1.13179
H 1.12230 5.24577 -1.15278
H 1.84838 4.21009 0.04356
H -0.75173 5.89670 0.25012
H 0.73705 6.22932 1.19329
H -0.92210 6.17901 2.67286
H -1.28640 4.72377 3.66769
H -2.36488 5.23991 2.42577
C -0.18985 -0.92358 -3.17898
O -0.81914 -1.67196 -2.13227
C -1.79666 -2.52055 -2.70524
C -2.47906 -3.19312 -1.54916
N -2.49914 -2.55174 -0.22524
C -3.20180 -3.48726 0.69527
C -4.02870 -2.72221 1.69860
O -4.99517 -1.93558 1.08269
C -5.66139 -1.04841 1.96907
H 0.24563 -0.00506 -2.79082
H -0.90308 -0.68305 -3.97163
H 0.52875 -1.55553 -3.70670
H -1.34312 -3.27543 -3.34854
H -2.60025 -1.95802 -3.18682
H -2.08302 -4.19115 -1.35104
H -3.48853 -3.38485 -1.92901
H -3.17191 -1.78606 -0.27056
H -2.46558 -4.13242 1.18028
H -3.79283 -4.21455 0.13419
H -3.38780 -2.13922 2.37826
H -4.57786 -3.43370 2.32624
H -6.40482 -0.59195 1.31915
H -4.97387 -0.23364 2.24583
H -6.07429 -1.30420 2.94627
C 0.54508 -4.87618 0.53778
O 0.40234 -3.75213 -0.33087
C 1.61812 -3.59470 -1.11800
C 2.84863 -2.78805 -0.53062
N 2.45124 -1.51652 0.16976
C 3.09181 -1.39593 1.53238
C 2.37603 -1.97387 2.76176
O 0.98684 -1.75501 2.57397
C 0.33263 -1.26470 3.74575
H -0.45829 -5.08108 0.91606
H 1.38742 -4.87831 1.22363
H 0.56725 -5.78335 -0.07760
H 1.31743 -3.17068 -2.07744
H 1.94538 -4.59505 -1.40655
H 3.51612 -2.67290 -1.38277
H 3.30572 -3.41666 0.23356
H 2.90875 -0.76238 -0.34633
H 3.40479 -0.36224 1.66364
H 3.99982 -1.99111 1.40329
H 2.75461 -1.41107 3.61679
H 2.65994 -3.01315 2.93522
H 0.46328 -1.98334 4.55535
H -0.74565 -1.20029 3.58561
H 0.68185 -0.27352 4.04012
```

## Properties
HOMO energy = -16.79 eV
Net charge = +3
ΔE to the lowest compared entry with this formula, charge and spin = 0.0000 eV
Strongest force on any atom = 5.758 eV/Å
E = -49776.0761 eV
LUMO = -11.67 eV

Below is a cluster of 5 separate species, C21H54Cl2N6O12P3 in total, with properties calculated with ωB97M-V/def2-TZVPD.

Geometry as XYZ:
```
98
C21H54Cl2N6O12P3 (ωB97M-V/def2-TZVPD)
C -2.97652 0.90331 3.33687
C -2.33575 -0.48104 3.44177
C -1.13278 -0.59297 2.50404
Cl 0.39611 -0.26165 3.38158
C -1.12084 -1.83359 1.58682
N -0.47888 -1.49438 0.30212
C 0.82871 -1.73874 0.13963
N 1.44717 -1.42837 -0.96483
C 0.86400 -0.74337 -2.14626
N 1.83654 -0.08858 -2.94947
C 2.54321 -0.96076 -3.89440
N 1.56979 -2.34591 1.13324
C 0.97510 -3.35496 1.96388
O 1.14388 -4.64801 1.40151
N 2.35466 -4.87699 0.57227
O 2.36068 -5.96730 0.22503
P 1.88343 -3.26634 3.74421
O 3.08512 -2.23409 3.26236
Cl 2.90453 -5.01382 3.56917
C -0.59688 -3.24878 1.99253
P -1.35224 -3.82335 3.61607
N -1.09377 -2.89358 4.80095
O -0.72230 -5.27054 3.73954
O -2.86695 -4.19651 3.25205
P -1.19521 -4.36462 0.55190
O -0.51657 -4.09038 -0.71931
O -1.20738 -5.85297 1.08138
O -2.77163 -4.03170 0.45737
H -3.85948 0.96743 3.96940
H -3.25748 1.14047 2.30927
H -2.27638 1.67253 3.67233
H -2.01930 -0.63157 4.46788
H -3.08476 -1.22684 3.16562
H -1.18855 0.24429 1.80604
H -2.17789 -1.98211 1.36131
H -0.80635 -0.64190 -0.13408
H 2.41036 -1.73077 -1.02925
H 0.36473 -1.51215 -2.73787
H 0.11915 -0.02777 -1.79363
H 2.49413 0.43925 -2.38942
H 2.84588 -1.93367 -3.48693
H 3.44644 -0.45828 -4.23094
H 1.90298 -1.13646 -4.75766
H 2.18240 -1.70984 1.63545
H 3.12801 -1.48803 3.87517
H -1.92629 -2.59504 5.29426
H -0.08599 -5.57807 3.07849
H -3.40798 -3.49058 2.86652
H -2.09311 -6.23618 1.15285
H -2.95756 -3.71546 -0.43965
C 2.41025 1.19577 -7.57140
C 0.96075 1.46354 -7.19900
C 0.71760 2.93568 -6.91891
O 0.57800 0.67370 -6.06988
H 3.06747 1.49587 -6.74883
H 2.56762 0.13537 -7.76935
H 2.70137 1.76030 -8.45787
H 0.30945 1.12443 -8.00631
H 1.34484 3.25348 -6.07966
H -0.32380 3.11632 -6.65405
H 0.96802 3.55050 -7.78450
H 1.11839 0.96281 -5.32327
C -6.02830 -3.47532 4.18638
C -6.19496 -2.03269 3.74358
C -7.64515 -1.69103 3.45548
O -5.38166 -1.74204 2.58981
H -6.37052 -4.15443 3.39987
H -4.98743 -3.70798 4.41071
H -6.61685 -3.67622 5.08132
H -5.80992 -1.36500 4.51714
H -8.02867 -2.32363 2.64995
H -7.74329 -0.65040 3.14873
H -8.26647 -1.85422 4.33591
H -5.70686 -2.29075 1.86564
C 5.28881 4.92001 -5.67209
C 3.85380 5.23146 -5.28232
C 3.64856 6.70584 -4.98167
O 3.44759 4.42482 -4.16956
H 5.96594 5.17477 -4.85166
H 5.40517 3.85868 -5.89195
H 5.59236 5.49157 -6.54957
H 3.18593 4.93120 -6.09246
H 4.28058 7.01099 -4.14263
H 2.61054 6.90135 -4.71400
H 3.90868 7.32302 -5.84197
H 4.01063 4.66402 -3.42452
C 1.05684 4.78611 2.70378
C 1.03937 4.29515 4.14191
C 2.44008 4.08522 4.69151
O 0.26682 3.09887 4.25846
H 1.54773 4.04693 2.06202
H 0.04145 4.93705 2.33795
H 1.60242 5.72573 2.61269
H 0.51146 5.01951 4.76442
H 2.96606 3.32896 4.09960
H 2.39837 3.74225 5.72470
H 3.02263 5.00611 4.65370
H 0.69019 2.41705 3.72498
```

## Properties
HOMO energy = -11.93 eV
Net charge = +1
ΔE to the lowest compared entry with this formula, charge and spin = 0.0000 eV
Strongest force on any atom = 0.783 eV/Å
E = -109071.6356 eV
LUMO = -2.71 eV

Below is a cluster of 5 separate species, C21H54NO9P in total, with properties calculated with ωB97M-V/def2-TZVPD.

Geometry as XYZ:
```
86
C21H54NO9P (ωB97M-V/def2-TZVPD)
C 2.11909 -0.54341 -1.47973
O 1.05448 0.30001 -1.11115
C 0.65326 1.16060 -2.16053
C -0.45732 2.06715 -1.65944
N -1.78883 1.52850 -1.96618
P -2.33235 0.26745 -0.89927
C -4.09358 0.28906 -1.40675
C -1.82830 -1.21958 -1.85066
H 2.44608 -1.06433 -0.58037
H 1.79579 -1.28122 -2.22497
H 2.96430 0.02985 -1.88368
H 0.27838 0.57489 -3.01241
H 1.51112 1.75413 -2.50703
H -0.35769 3.04215 -2.14345
H -0.31989 2.20360 -0.58167
H -2.47863 2.26703 -2.00631
H -4.20958 0.10475 -2.47781
H -4.52144 1.26954 -1.17716
H -4.63827 -0.46867 -0.83962
H -1.88244 -1.03321 -2.92557
H -0.81999 -1.52824 -1.57104
H -2.53159 -2.02033 -1.60035
C 0.47845 1.70686 2.28626
O -0.44378 2.65890 1.78506
C -1.76189 2.49554 2.27630
C -2.07536 3.47118 3.38976
O -1.28155 3.24860 4.54082
C -0.16955 4.11676 4.64499
H 1.47249 2.04453 1.99830
H 0.42811 1.63350 3.37540
H 0.29720 0.72069 1.84518
H -1.91392 1.46881 2.62461
H -2.45230 2.66770 1.44459
H -3.12321 3.35032 3.68136
H -1.94092 4.49720 3.02788
H -0.48871 5.13549 4.89263
H 0.41257 4.14159 3.72058
H 0.45714 3.74016 5.45153
C 4.68561 5.82764 -1.49669
O 5.39930 4.60924 -1.41548
C 5.80716 4.27146 -0.10197
C 4.89039 3.25242 0.53946
O 3.58408 3.75696 0.74164
C 2.65782 3.34936 -0.25025
H 4.26968 5.89015 -2.50084
H 3.87270 5.86840 -0.76746
H 5.35025 6.68380 -1.33660
H 5.85408 5.16857 0.52517
H 6.81484 3.85004 -0.16542
H 5.29709 2.97918 1.51788
H 4.85807 2.34711 -0.07778
H 2.40516 2.28995 -0.14214
H 3.05078 3.52355 -1.25634
H 1.74840 3.93278 -0.11155
C -4.05570 -1.60668 2.25739
O -5.01150 -2.33825 1.51116
C -5.21569 -3.65925 1.97823
C -6.46377 -3.77991 2.82540
O -6.37015 -3.03654 4.02638
C -7.03363 -1.78841 3.98125
H -4.12677 -0.56837 1.93560
H -4.24530 -1.66667 3.33179
H -3.04039 -1.96222 2.05063
H -4.34702 -3.99869 2.55294
H -5.31855 -4.30974 1.10436
H -6.60650 -4.83054 3.09523
H -7.33503 -3.45833 2.24399
H -8.12126 -1.92072 3.98846
H -6.75237 -1.21373 3.09526
H -6.74162 -1.23721 4.87335
C 3.97111 -6.88007 -3.43798
O 2.90053 -6.21037 -4.07521
C 1.94573 -5.67213 -3.17932
C 2.13532 -4.18598 -2.96793
O 3.36921 -3.89802 -2.33121
C 4.37718 -3.45996 -3.22168
H 4.72182 -7.08301 -4.19966
H 4.41566 -6.26989 -2.64790
H 3.63921 -7.83139 -3.00782
H 1.99294 -6.18788 -2.21415
H 0.95364 -5.84453 -3.60731
H 1.33294 -3.81615 -2.32171
H 2.06796 -3.66132 -3.92715
H 4.19227 -2.42891 -3.54521
H 4.44292 -4.10124 -4.10373
H 5.32399 -3.49214 -2.68510
```

## Properties
HOMO energy = -7.88 eV
Strongest force on any atom = 0.173 eV/Å
E = -51853.7642 eV
Structure (SMILES) = COCCNP(C)C.COCCOC.COCCOC.COCCOC.COCCOC
LUMO = 0.76 eV

Below is a cluster of 3 separate species, C21H56BN8O5P2 in total in a non-equilibrium geometry, with properties calculated with ωB97M-V/def2-TZVPD.

Geometry as XYZ:
```
93
C21H56BN8O5P2 (ωB97M-V/def2-TZVPD)
C 4.53408 -0.00506 -6.60280
C 5.54619 -0.83998 -5.66154
O 6.34176 0.01945 -4.79401
B 5.72198 0.21809 -3.52389
O 4.30030 0.32910 -3.47513
N 6.66853 0.34139 -2.33972
C 6.64115 1.84301 -2.07815
C 5.45743 1.98465 -0.99046
C 5.80237 0.66474 -0.12020
C 6.35713 -0.47860 -1.08794
N 5.48633 -1.60085 -1.50640
C 6.23154 -2.87740 -1.69194
C 4.36224 -1.83497 -0.57939
C 2.89427 -1.87866 -1.22397
O 4.45601 -2.03985 0.63522
H 3.53410 -0.55740 -6.66334
H 4.92846 0.07366 -7.65977
H 4.30115 1.02337 -6.18790
H 4.93629 -1.59622 -5.06301
H 6.29009 -1.40765 -6.31969
H 3.99762 1.25474 -3.40838
H 7.62035 0.02043 -2.59827
H 7.68174 2.18593 -1.79588
H 6.45331 2.39169 -3.05419
H 5.58176 2.95454 -0.42428
H 4.39596 1.77574 -1.32667
H 5.15169 0.39749 0.76270
H 6.76677 1.00674 0.40675
H 7.34902 -0.93209 -0.73275
H 7.12114 -2.80543 -2.38832
H 5.49084 -3.62218 -2.15268
H 6.57429 -3.36128 -0.71221
H 2.70992 -2.99011 -1.44640
H 2.09061 -1.55391 -0.49821
H 2.82706 -1.32209 -2.20656
O -1.40510 -2.70020 -0.10253
P -2.17594 -2.74331 1.23538
N -0.69552 -2.73622 2.10919
C -0.20867 -3.53991 3.21213
C 0.03029 -1.47804 2.06440
N -2.85539 -4.28882 0.86368
C -2.65319 -5.55777 1.55046
C -3.00120 -4.59717 -0.57101
N -3.11280 -2.70077 2.74278
C -3.41493 -1.32226 3.15435
C -3.13872 -3.54297 3.91924
H -0.41382 -3.06538 4.18068
H 0.87396 -3.66538 3.13411
H -0.60785 -4.54809 3.23192
H -0.44133 -0.71103 2.69613
H 0.07819 -1.07813 1.04522
H 1.07002 -1.57519 2.39777
H -1.64842 -5.66994 1.95877
H -2.78746 -6.42350 0.89554
H -3.41080 -5.70261 2.32278
H -2.04997 -4.95641 -0.99037
H -3.32758 -3.72669 -1.13986
H -3.75291 -5.37245 -0.73961
H -2.57149 -0.89438 3.71460
H -4.30627 -1.28177 3.78699
H -3.60095 -0.68586 2.28424
H -2.61659 -3.08274 4.76582
H -2.71096 -4.53101 3.80266
H -4.18036 -3.69658 4.22839
O -3.09780 2.00990 1.89544
P -3.48705 3.36115 1.26299
N -4.86421 3.48384 2.28215
C -6.25089 3.80789 2.01328
C -4.56582 3.73985 3.68314
N -3.72490 2.61712 -0.27608
C -4.95934 2.50289 -1.04226
C -2.94377 1.38864 -0.52186
N -3.79238 4.95092 0.53406
C -3.08354 6.01507 1.25919
C -4.93137 5.53298 -0.14353
H -6.45053 4.87883 2.14962
H -6.90170 3.26539 2.70256
H -6.58670 3.51892 1.02326
H -4.24863 4.78003 3.84981
H -3.76361 3.09031 4.04899
H -5.42367 3.55557 4.33850
H -5.84408 2.38599 -0.41623
H -4.97014 1.63431 -1.70707
H -5.06841 3.34764 -1.72489
H -3.43208 0.51550 -0.06372
H -1.92925 1.46715 -0.13048
H -2.84309 1.18914 -1.59176
H -3.66838 6.34719 2.12875
H -2.89859 6.88078 0.61669
H -2.11339 5.65980 1.61923
H -5.47972 6.23033 0.49957
H -5.66477 4.83196 -0.52175
H -4.57993 6.10442 -1.01209
```

## Properties
HOMO energy = -8.70 eV
Net charge = +1
Strongest force on any atom = 9.099 eV/Å
E = -64083.8797 eV
LUMO = -2.83 eV